Formula: C56H93N9O4
Source: OMol25
Level of theory: wB97M-V/def2-TZVPD

Atoms and positions in Å:
C 0.25 -2.38 -6.76
C -1.23 -1.99 -6.53
C -1.52 -1.30 -5.19
C -0.61 -1.84 -4.06
N -1.51 0.20 -5.25
C -0.62 0.86 -6.12
O -0.57 0.84 -7.33
C 0.29 1.69 -5.25
C 1.39 2.46 -5.54
C 1.94 2.59 -6.95
C 3.45 2.16 -6.93
C 3.54 0.70 -6.42
C 4.14 0.52 -5.01
C 3.39 -0.58 -4.20
C 4.34 -1.67 -3.68
C 3.59 -2.91 -3.17
O 3.66 -2.98 -1.75
C 2.37 -3.04 -1.14
C 1.99 3.12 -4.50
C 1.56 3.07 -3.20
C 2.27 3.85 -2.12
C 3.73 4.20 -2.46
C 4.51 4.36 -1.17
N 5.45 5.41 -1.07
O 4.37 3.61 -0.21
C 0.46 2.27 -2.88
C -0.08 2.10 -1.48
C -1.43 2.83 -1.18
C -2.28 1.97 -0.22
C -1.49 1.46 1.00
C -3.45 2.85 0.34
C -0.13 1.63 -3.92
C -1.35 0.74 -3.96
O -2.06 0.54 -3.00
H 0.41 -3.34 -6.26
H 0.49 -2.55 -7.81
H 0.93 -1.69 -6.27
H -1.81 -2.91 -6.53
H -1.58 -1.42 -7.39
H -2.53 -1.60 -4.90
H -1.11 -1.75 -3.10
H 0.39 -1.39 -4.06
H -0.51 -2.91 -4.22
H 1.90 3.65 -7.23
H 1.46 1.93 -7.67
H 4.00 2.81 -6.24
H 3.86 2.27 -7.93
H 2.57 0.22 -6.53
H 4.21 0.18 -7.11
H 5.17 0.17 -5.12
H 4.16 1.43 -4.41
H 2.61 -1.06 -4.81
H 2.89 -0.12 -3.34
H 4.91 -1.29 -2.83
H 5.06 -1.95 -4.46
H 4.04 -3.83 -3.57
H 2.54 -2.91 -3.50
H 2.50 -3.39 -0.12
H 1.91 -2.04 -1.15
H 1.75 -3.78 -1.65
H 2.85 3.74 -4.73
H 2.16 3.41 -1.13
H 1.73 4.81 -2.07
H 4.17 3.40 -3.07
H 3.80 5.15 -2.98
H 6.04 5.41 -1.90
H 6.05 5.21 -0.28
H 0.62 2.40 -0.71
H -0.22 1.02 -1.33
H -1.20 3.81 -0.77
H -1.96 2.91 -2.13
H -2.64 1.10 -0.77
H -2.17 0.96 1.69
H -0.79 0.67 0.69
H -0.93 2.26 1.48
H -3.44 3.81 -0.18
H -3.33 3.01 1.41
H -4.38 2.31 0.15
C 2.25 -7.03 -0.12
C 1.09 -7.96 -0.46
C 0.59 -7.81 -1.90
C 0.01 -6.49 -2.14
N -0.45 -5.45 -2.32
H 1.95 -5.98 -0.19
H 2.59 -7.21 0.89
H 3.09 -7.19 -0.80
H 0.27 -7.79 0.24
H 1.42 -9.00 -0.32
H -0.17 -8.57 -2.11
H 1.41 -7.98 -2.60
C -7.66 2.66 -2.49
C -8.70 2.87 -1.39
C -8.49 4.17 -0.61
C -7.24 4.17 0.14
N -6.25 4.18 0.73
H -6.65 2.57 -2.07
H -7.87 1.74 -3.04
H -7.66 3.49 -3.20
H -8.68 2.02 -0.71
H -9.69 2.89 -1.85
H -9.32 4.31 0.08
H -8.51 5.02 -1.30
C -4.50 2.82 5.78
C -3.30 3.60 6.31
C -2.27 3.92 5.23
C -1.65 2.69 4.72
N -1.14 1.73 4.34
H -4.21 1.85 5.39
H -5.23 2.66 6.58
H -5.00 3.38 4.98
H -2.83 3.04 7.12
H -3.66 4.54 6.74
H -1.49 4.56 5.64
H -2.73 4.47 4.41
C -4.37 -2.31 5.06
C -4.41 -2.25 6.58
C -5.84 -2.08 7.13
C -6.40 -0.79 6.72
N -6.85 0.20 6.38
H -4.73 -1.38 4.62
H -3.36 -2.47 4.71
H -4.99 -3.13 4.69
H -3.78 -1.43 6.93
H -3.99 -3.17 6.99
H -5.83 -2.13 8.22
H -6.47 -2.89 6.78
C -0.90 -2.46 3.43
C 0.53 -2.94 3.17
C 0.67 -3.74 1.87
C -0.06 -5.01 1.91
N -0.64 -6.00 1.93
H -1.58 -3.30 3.56
H -0.93 -1.86 4.33
H -1.26 -1.85 2.60
H 0.87 -3.53 4.02
H 1.18 -2.07 3.11
H 1.73 -3.96 1.70
H 0.33 -3.15 1.03
C -2.03 -0.46 10.11
C -0.59 -0.93 9.90
C -0.41 -1.75 8.62
C -1.15 -3.02 8.67
N -1.74 -4.00 8.70
H -2.71 -1.31 10.24
H -2.09 0.15 11.01
H -2.37 0.14 9.27
H -0.27 -1.52 10.77
H 0.06 -0.06 9.84
H 0.64 -1.98 8.48
H -0.74 -1.17 7.76
C 9.49 1.63 1.27
C 8.15 2.35 1.12
C 7.32 1.83 -0.05
C 7.95 2.09 -1.34
N 8.44 2.30 -2.36
H 10.13 1.78 0.40
H 10.03 2.00 2.14
H 9.34 0.55 1.40
H 8.33 3.42 1.01
H 7.58 2.22 2.04
H 6.34 2.32 -0.04
H 7.14 0.76 0.06

For the LUMO energy, the calculation gives 0.0047 hartree. The HOMO-LUMO gap is 9.129 eV. The HOMO energy is -9.002 eV. The net charge is 0.

***

Formula: C46H47Ge2N3NaS6
Source: OMol25
Level of theory: wB97M-V/def2-TZVPD

Atoms and positions in Å:
Na 0.43 -0.58 0.82
S 1.55 -2.44 2.96
C 2.47 -3.13 1.69
C 3.84 -3.33 1.87
C 4.65 -3.78 0.86
C 4.10 -4.10 -0.38
C 2.74 -3.98 -0.57
C 1.92 -3.52 0.45
S 0.20 -3.39 0.08
C -0.61 -4.13 1.54
C -1.05 -3.15 2.58
C -1.18 -3.55 3.92
C -1.67 -2.64 4.84
C -2.11 -1.40 4.38
C -2.03 -1.13 3.03
C -2.46 0.17 2.47
S -1.05 1.35 2.49
C -1.72 2.57 1.39
C -1.98 3.81 1.94
C -2.56 4.82 1.19
C -2.90 4.55 -0.13
C -2.63 3.33 -0.69
C -1.99 2.31 0.03
S -1.61 0.82 -0.75
N -1.52 -1.99 2.15
H 4.26 -3.05 2.83
H 5.71 -3.89 1.02
H 4.74 -4.42 -1.19
H 2.28 -4.23 -1.52
H 0.07 -4.87 1.95
H -1.49 -4.62 1.12
H -0.84 -4.52 4.24
H -1.71 -2.88 5.89
H -2.51 -0.67 5.07
H -3.26 0.64 3.05
H -2.74 0.07 1.42
H -1.71 3.97 2.98
H -2.76 5.79 1.63
H -3.38 5.32 -0.73
H -2.86 3.14 -1.72
S 1.24 -0.59 -2.01
C 1.86 -1.66 -3.27
C 1.16 -2.82 -3.59
C 1.67 -3.69 -4.53
C 2.88 -3.42 -5.15
C 3.58 -2.27 -4.83
C 3.07 -1.39 -3.89
H 0.23 -3.02 -3.08
H 1.12 -4.59 -4.79
H 3.29 -4.13 -5.87
H 4.52 -2.05 -5.31
H 3.61 -0.49 -3.62
C -2.00 0.92 -6.47
Ge -1.83 0.18 -4.59
C -1.92 -1.80 -4.86
C -3.58 0.63 -3.72
Ge 0.18 0.99 -3.27
C 1.61 1.36 -4.65
C 1.73 0.69 -5.86
C 2.76 0.97 -6.73
C 3.70 1.94 -6.41
C 3.60 2.62 -5.21
C 2.55 2.33 -4.34
C -0.07 2.90 -2.74
C 0.48 3.53 -1.63
C 0.23 4.87 -1.41
C -0.57 5.60 -2.28
C -1.13 4.97 -3.38
C -0.87 3.63 -3.60
H -2.81 0.41 -6.98
H -1.09 0.76 -7.05
H -2.21 1.98 -6.47
H -2.79 -2.05 -5.46
H -2.01 -2.30 -3.90
H -1.03 -2.19 -5.35
H -4.33 -0.11 -4.00
H -3.93 1.61 -4.00
H -3.45 0.60 -2.64
H 1.01 -0.08 -6.11
H 2.85 0.43 -7.67
H 4.52 2.15 -7.09
H 4.33 3.37 -4.95
H 2.48 2.86 -3.40
H 1.09 2.96 -0.95
H 0.65 5.36 -0.54
H -0.76 6.65 -2.10
H -1.76 5.52 -4.07
H -1.30 3.12 -4.46
C 2.86 6.00 1.73
C 3.65 4.97 0.98
C 4.89 5.16 0.43
C 5.54 4.07 -0.19
N 5.00 2.84 -0.18
C 3.82 2.64 0.34
S 3.12 1.13 0.44
N 3.08 3.71 0.86
C 6.87 4.21 -0.86
H 3.41 6.94 1.77
H 2.65 5.65 2.74
H 1.90 6.18 1.24
H 5.36 6.13 0.48
H 2.20 3.49 1.30
H 7.51 4.90 -0.32
H 6.75 4.57 -1.88
H 7.34 3.23 -0.90

For the LUMO energy (alpha / beta), the calculation gives 0.1282 / 0.1282 hartree. The HOMO-LUMO gap (alpha / beta) is 3.081 / 5.293 eV. Its multiplicity is 2. The HOMO energy (alpha / beta) is 0.408 / -1.805 eV. The net charge is -2.

***

Largest force on an atom for every record listed, in sequence, given in eV/Å: 2.61; 1.44.
E_tot for every record listed, in sequence, given in eV: -81181.059; -235399.241.